(1)
Density functional theory data (wB97M-V/def2-TZVPD) for a molecular structure, CH2N2OS2.

Summary:
Charge: 0
LUMO level (spin up / spin down) (eV): 0.396 / -2.132
Total energy (eV): -27764.1130
ΔE to the lowest compared entry with this formula, charge and spin (kcal per mole): 50.2
Orbital gap (spin up / spin down) (eV): 9.17 / 6.17

Atoms and positions in Å:
C1 0.7081 -0.4079 1.5766
N1 -1.7146 -3.3489 0.4072
N2 -0.2712 0.1927 0.9370
O1 -1.5006 -4.3573 -0.0473
S1 2.3333 0.1081 1.7682
S2 0.6159 -2.0574 1.9689
H1 0.0515 1.0864 0.6535
H2 -1.3039 -0.0727 0.8611

=====

(2)
Density functional theory data (wB97M-V/def2-TZVPD) for 2 unconnected molecules or ions with the total composition C4H7NO.

Summary:
Charge: 0
LUMO level (eV): 0.921
Structure (SMILES): CC(C)=O.C#N
Total energy (eV): -7797.1623
ΔE to the lowest compared entry with this formula, charge and spin (kcal per mole): 57.2
Orbital gap (eV): 10.34

Atoms and positions in Å:
C1 -0.2538 0.4600 1.2028
C2 -0.2681 0.6972 -0.2789
C3 -0.7386 -0.3978 -1.1110
O1 0.2563 1.7071 -0.6879
H1 -0.5354 -0.5185 1.4868
H2 -0.9573 1.0916 1.7099
H3 0.6727 0.5440 1.6306
H4 -0.2025 -1.4136 -0.8115
H5 -0.8546 -0.2419 -2.2585
H6 -1.7986 -0.7155 -0.9000
C4 2.8169 0.0866 0.8113
N1 2.1221 -0.2383 -0.0350
H7 3.3563 0.6099 1.5572

=====

(3)
Density functional theory data (wB97M-V/def2-TZVPD) for a single C24H33N3O4 molecule.

Summary:
Charge: 0
LUMO level (eV): 0.716
Structure (SMILES): CCOC(=O)[C@]1(Cc2cccc(OC)c2)CCCN(C(=O)c2cc(CC(C)C)[nH]n2)C1
Total energy (eV): -38084.8786
ΔE to the lowest compared entry with this formula, charge and spin (kcal per mole): 18.2
Orbital gap (eV): 8.75

Atoms and positions in Å:
C1 3.7663 4.9862 1.1422
C2 2.5815 5.3754 0.2701
O1 1.8723 4.2327 -0.2102
C3 0.9996 3.6571 0.6249
O2 0.7971 4.0490 1.7456
C4 0.2345 2.5315 -0.0603
C5 1.1876 1.5715 -0.8007
C6 1.8901 0.5766 0.0838
C7 1.8220 -0.7763 -0.2066
C8 2.4655 -1.6973 0.6031
C9 3.1731 -1.2801 1.7085
C10 3.2488 0.0786 2.0145
O3 3.9627 0.3976 3.1330
C11 4.0072 1.7427 3.5389
C12 2.6175 0.9998 1.1907
C13 -0.7030 3.2381 -1.0658
C14 -1.7501 2.2873 -1.6419
C15 -2.4933 1.5675 -0.5172
N1 -1.5517 0.9026 0.3473
C16 -1.4654 -0.4225 0.6107
O4 -0.7034 -0.8600 1.4611
C17 -2.3112 -1.3709 -0.1466
C18 -2.5278 -2.6995 0.2760
C19 -3.2852 -3.2827 -0.7134
C20 -3.8180 -4.6609 -0.8717
C21 -2.8317 -5.6089 -1.5853
C22 -1.5497 -5.7740 -0.7753
C23 -2.5154 -5.1184 -2.9961
N2 -3.4722 -2.3180 -1.6458
N3 -2.8949 -1.1650 -1.3232
C24 -0.6257 1.8056 0.9869
H1 4.3459 5.8724 1.3844
H2 3.4141 4.5360 2.0671
H3 4.4029 4.2782 0.6159
H4 2.9116 5.8962 -0.6313
H5 1.8900 6.0086 0.8359
H6 0.6140 1.0155 -1.5422
H7 1.9277 2.1745 -1.3341
H8 1.2547 -1.1160 -1.0610
H9 2.4015 -2.7506 0.3752
H10 3.6672 -1.9823 2.3609
H11 4.5522 2.3614 2.8171
H12 4.5421 1.7477 4.4878
H13 3.0034 2.1537 3.6876
H14 2.6664 2.0543 1.4087
H15 -0.1068 3.6771 -1.8680
H16 -1.2169 4.0509 -0.5442
H17 -1.2831 1.5439 -2.2876
H18 -2.4613 2.8536 -2.2450
H19 -3.1865 0.8391 -0.9327
H20 -3.0479 2.3032 0.0811
H21 -2.1680 -3.1326 1.1848
H22 -4.7504 -4.6248 -1.4419
H23 -4.0388 -5.0658 0.1173
H24 -3.3248 -6.5848 -1.6612
H25 -1.0347 -4.8215 -0.6766
H26 -1.7708 -6.1491 0.2212
H27 -0.8816 -6.4778 -1.2661
H28 -3.4274 -4.9860 -3.5758
H29 -1.8892 -5.8422 -3.5124
H30 -1.9789 -4.1728 -2.9620
H31 -3.9773 -2.3984 -2.5148
H32 0.0002 1.2213 1.6634
H33 -1.1765 2.5516 1.5715

=====

(4)
Density functional theory data (wB97M-V/def2-TZVPD) for a gas-phase ion, C8H14N3O3 (charge +1).

Summary:
Charge: +1
LUMO level (eV): -5.435
Structure (SMILES): NC1=[N+](CC=O)[C@@H](CCC(=O)O)CN1
Total energy (eV): -19121.9719
ΔE to the lowest compared entry with this formula, charge and spin (kcal per mole): 181.9
Orbital gap (eV): 8.04

Atoms and positions in Å:
N1 -3.1967 0.5709 -1.1385
C1 -1.8195 0.7580 -0.9929
N2 -0.7795 -0.0872 -0.2905
C2 -0.2411 -1.3021 -1.0110
C3 0.4479 -0.9989 -2.4693
O1 -0.1584 -0.4668 -3.5388
C4 0.1859 0.7641 0.5025
C5 1.7609 0.3335 0.6382
C6 2.0714 -0.8441 1.7355
C7 0.7470 -1.5512 2.3936
O2 0.3500 -2.8161 2.0938
O3 -0.1009 -0.8667 3.4244
C8 -0.1247 2.2206 -0.2582
N3 -1.0184 1.9487 -1.4854
H1 -3.7443 0.9729 -1.9558
H2 -3.7485 0.0749 -0.3758
H3 -1.1698 -2.0196 -1.2299
H4 0.5079 -1.9585 -0.3735
H5 1.5857 -1.3359 -2.5926
H6 -0.3482 0.9152 1.5339
H7 2.3372 1.3048 1.0253
H8 2.2852 0.0499 -0.3799
H9 2.7561 -0.4015 2.6068
H10 2.7391 -1.6761 1.2144
H11 -1.0445 -0.9767 3.1059
H12 0.8491 2.8637 -0.5052
H13 -0.8454 2.7486 0.5309
H14 -0.2836 1.7757 -2.2078

=====

(5)
Density functional theory data (wB97M-V/def2-TZVPD) for a molecular structure, C9H21INOP2SSc.

Summary:
Charge: +2
LUMO level (eV): -8.478
Total energy (eV): -71411.3672
ΔE to the lowest compared entry with this formula, charge and spin (kcal per mole): 0.0
Orbital gap (eV): 6.34

Atoms and positions in Å:
C1 1.5552 1.8757 -3.6562
I1 0.8217 2.1725 -1.5120
H1 1.3053 0.9258 -4.1250
H2 2.6247 2.0081 -3.5913
H3 1.1028 2.7057 -4.1826
Sc1 -0.0702 -0.1586 -0.1929
P1 2.1656 -1.3545 0.4545
C2 3.5088 -0.3762 1.2256
C3 2.1416 -2.8407 1.5354
H4 3.1436 -3.2845 1.6109
H5 3.9639 -2.4327 -0.8064
H6 1.4431 -3.5778 1.1188
H7 2.3546 -2.6758 -1.5728
H8 3.2183 -0.1014 2.2482
H9 1.7830 -2.5688 2.5363
C4 3.0059 -1.9531 -1.0572
H10 4.4332 -0.9785 1.2472
H11 3.1903 -1.1078 -1.7374
H12 3.6759 0.5391 0.6433
P2 -2.5165 0.8290 -0.0737
C5 -2.7583 2.5361 0.5474
C6 -3.1798 0.9621 -1.7721
H13 -3.7923 -1.1383 0.5410
H14 -4.7973 0.3500 0.6751
H15 -3.5759 -0.0570 1.9318
C7 -3.8033 -0.0829 0.8544
H16 -3.1751 -0.0318 -2.2363
H17 -4.2020 1.3567 -1.7563
H18 -3.7904 2.8521 0.3477
H19 -2.0589 3.2096 0.0457
H20 -2.5391 1.6234 -2.3662
H21 -2.5631 2.5575 1.6234
C8 0.3577 1.2720 1.4437
O1 0.5579 2.0596 2.2892
S1 -1.5417 -2.1741 3.9000
C9 -1.1451 -1.6486 2.4675
N1 -0.8445 -1.2916 1.3511

=====

(6)
Density functional theory data (wB97M-V/def2-TZVPD) for 2 unconnected molecules or ions with the total composition C2H8N2O2.

Summary:
Charge: +1
LUMO level (spin up / spin down) (eV): -4.106 / -9.686
2S+1: 2
Total energy (eV): -9268.7949
ΔE to the lowest compared entry with this formula, charge and spin (kcal per mole): 41.8
⟨S²⟩: 0.76
Orbital gap (spin up / spin down) (eV): 9.53 / 3.95

Atoms and positions in Å:
N1 -2.5514 0.1644 -0.1752
C1 -1.5256 0.2374 -1.1674
O1 -0.5250 1.1857 -0.8767
H1 -3.4258 0.6516 -0.3905
H2 -2.2300 0.1471 0.7917
H3 -1.9461 0.5649 -2.1100
H4 -1.0809 -0.7772 -1.2039
H5 -0.4816 1.4111 0.0756
C2 1.7474 -0.2411 0.6691
N2 0.8253 -0.8917 1.4809
O2 2.5298 -0.6525 -0.1215
H6 1.5089 0.8440 0.7490
H7 1.0858 -1.8007 1.8475
H8 0.4690 -0.3095 2.2100

=====

Question: Which value of total energy does entry 4 give?
Answer: -19121.9719 eV